{"formula": "C10H7N3O3S", "method": "the ωB97M-V functional and the def2-TZVPD basis", "lumo_ev": -1.56, "total_energy_ev": -31930.07188, "smiles": "O=C1NC2(NC(=O)C1=O)Nc1ccccc1S2", "species": ["O", "C", "N", "C", "N", "C", "O", "C", "O", "N", "C", "C", "C", "C", "C", "C", "S", "H", "H", "H", "H", "H", "H", "H"], "positions_angstrom": [[-3.732890, -2.113621, -0.978999], [-2.854331, -1.286162, -1.131802], [-2.494183, -0.314261, -0.165195], [-1.214378, 0.187172, -0.268209], [-1.063010, 0.652378, -1.675040], [-1.466070, -0.077810, -2.707437], [-0.984793, 0.261752, -3.787918], [-2.204009, -1.318302, -2.507732], [-2.308667, -2.273623, -3.263373], [-0.008565, -0.633772, -0.094370], [0.993366, -0.022644, 0.622922], [2.235700, -0.592576, 0.826410], [3.151459, 0.083513, 1.738049], [2.757209, 1.271276, 2.337103], [1.451625, 1.785889, 2.182623], [0.567805, 1.144918, 1.329438], [-1.093486, 1.689329, 0.845009], [-2.737167, -0.551363, 0.830216], [-0.321046, 1.286798, -1.923042], [0.088895, -1.726083, -0.206828], [2.610139, -1.410777, 0.241975], [4.178103, -0.350459, 1.822003], [3.356122, 1.735959, 3.090123], [1.092173, 2.572472, 2.844076]], "forces_ev_per_angstrom": [[0.6, 1.0, 0.8], [-2.1, -2.1, 0.8], [-1.3, -2.6, 0.8], [2.6, 2.1, -2.0], [-1.6, 0.3, 2.3], [3.3, 1.6, -3.8], [-1.0, -0.7, -0.4], [-0.7, -1.6, -0.2], [0.4, 2.3, 1.6], [-0.2, -2.9, 0.6], [-0.4, 0.0, 1.3], [1.6, 2.1, 1.5], [-0.6, -0.8, -1.8], [-0.7, -0.7, 0.4], [-0.3, -0.7, -0.1], [0.6, 0.2, -0.6], [1.4, -1.5, 0.2], [-0.1, 0.1, -1.6], [0.1, 0.1, 0.2], [-0.9, 3.2, 0.2], [-0.2, -0.5, -0.1], [-1.1, 0.6, 0.2], [0.6, 0.2, 0.1], [0.3, 0.1, -0.4]]}